The following is a quantum chemistry calculation of a cluster of 2 separate species, C5H16N2O in total, from the Open Molecules 2025 dataset.

The HOMO-LUMO gap comes out at 9.3 eV. As for the SMILES: CN[C@@H](C)CCN.O. As for the net charge: 0. For the LUMO energy, the calculation gives 0.0276 Ha. The calculation puts the HOMO energy at -8.5 eV.

Last column: Mulliken charge in e.
CARTESIAN COORDINATES (ANGSTROEM)
H  0.49220  -1.75175  -1.11211  0.355
H  3.17303  -0.90958  0.95071  0.225
H  -2.43216  -1.78238  -0.70486  0.419
H  0.63201  4.01922  -1.89297  0.320
H  -1.05974  -0.65175  1.24836  0.233
C  -0.02983  1.48870  1.11911  -0.871
C  -0.77358  -0.74364  0.20316  0.675
O  -0.32381  3.89198  -1.79762  -0.638
C  0.12709  -1.92456  -0.10837  -1.106
H  -0.58002  1.16985  2.00292  0.276
C  1.36563  -1.94239  0.79619  -0.454
H  0.99375  -1.86141  1.83103  0.268
N  -0.03853  0.56434  -0.04977  -0.460
H  -0.55246  3.61187  -2.69439  0.315
H  -1.83413  -0.45835  -1.63358  0.400
H  -2.85706  -0.14348  -0.17968  0.352
H  1.84190  -2.93260  0.79229  0.400
H  1.00342  1.61321  1.41521  0.260
N  2.36921  -1.00451  0.34473  -0.602
C  -2.07882  -0.75116  -0.61438  -1.607
H  -0.39387  -2.86836  -0.04438  0.385
H  1.95213  -0.12144  0.10719  0.232
H  -0.46618  2.42425  0.78810  0.353
H  -0.53019  1.06392  -0.76687  0.272

---

The following is a quantum chemistry calculation of a structure of composition C30H28BBr4Cl2F4N3O3SeSi2W, from the Open Molecules 2025 dataset.

The HOMO-LUMO gap comes out at 6.6 eV. As for the net charge: 0. For the LUMO energy, the calculation gives -0.0592 Ha. The calculation puts the HOMO energy at -8.2 eV.

Last column: Mulliken charge in e.
CARTESIAN COORDINATES (ANGSTROEM)
F  -1.85305  -4.09138  3.23079  -0.371
C  3.55031  -2.08040  -2.10822  0.632
Br  -3.78006  2.30316  1.40919  -0.140
Cl  4.97631  -5.60382  -0.83653  -0.247
H  0.88964  -5.23448  2.31610  0.619
H  0.69504  4.00856  0.74790  0.501
H  3.33179  1.32315  -1.06332  0.262
C  -0.76812  -1.31157  -3.47104  -1.250
H  2.94344  -5.82292  1.02142  0.472
F  -3.78491  -3.13936  2.39237  -0.347
C  -5.01957  -1.37901  -0.17368  0.584
F  -1.78241  -2.01844  2.27874  0.287
Si  0.99993  1.88879  -0.58921  0.959
Cl  3.95866  -0.93478  -3.32415  -0.218
H  -3.25118  0.34143  -2.26149  0.333
C  1.81320  3.72932  -4.25941  -0.700
C  4.00701  -4.17886  -0.99594  0.761
Br  -3.65878  -3.66884  -1.30070  -0.154
H  0.62044  4.36171  4.36157  0.530
C  -3.80555  -1.97972  -0.50654  0.131
C  2.86529  1.88033  -0.24788  -1.421
H  -0.25749  -3.08403  1.88910  0.651
H  -0.57418  2.82217  1.14335  -0.064
C  1.02960  2.39029  -2.40689  0.345
C  1.74902  3.48354  -2.89718  -0.739
C  1.16360  2.88260  -5.15257  -0.716
C  2.50655  2.89641  2.96202  -0.941
Se  1.21189  -0.12570  2.19682  -0.245
C  2.15548  -2.82538  -0.32153  0.125
O  -1.43392  0.44361  0.60936  -0.492
Si  -0.73127  0.29026  -2.49664  1.186
C  -1.64261  0.36371  3.85729  -0.308
H  -1.38013  -0.21145  4.74280  0.369
C  -2.65474  -0.05074  0.38343  0.098
C  4.32877  -3.24851  -1.94277  -0.583
C  -5.04239  -0.11009  0.41829  0.357
F  -2.81993  -2.28793  4.30555  -0.361
C  2.41689  -4.89418  0.84775  -0.950
C  0.43637  1.80390  -4.67673  -0.974
H  0.20524  -1.80429  -3.49006  0.253
H  2.27262  4.14792  -2.21701  0.325
Br  -6.67864  0.71038  0.85240  -0.183
N  -0.68807  1.46264  3.68345  0.604
C  2.88593  -4.00163  -0.14235  0.166
C  -0.82793  2.69182  4.27641  -0.554
C  -2.64222  -1.29679  -0.22564  -1.293
C  0.62974  -3.35784  1.33065  -0.222
H  -0.07627  1.15612  -5.38024  0.377
C  2.46613  -1.86908  -1.30130  -0.740
H  -2.51546  1.87210  -1.74765  0.185
C  0.36552  1.55618  -3.30445  0.505
H  5.18327  -3.40246  -2.58607  0.489
H  2.37467  4.57718  -4.63206  0.415
H  -1.50911  -2.00785  -3.07740  0.205
Br  -6.62043  -2.29742  -0.52418  -0.156
N  1.14610  2.54814  3.34032  0.301
C  0.31862  3.37405  4.06373  -0.531
H  -1.72531  2.96281  4.80248  0.512
H  3.17746  1.42788  0.68840  0.350
H  3.25046  2.90420  -0.29908  0.480
C  1.29507  -4.57475  1.56280  -1.240
H  -0.63398  3.70886  -0.36144  0.486
B  -2.59953  -2.91249  3.07655  0.069
H  -2.63543  0.78946  3.96699  0.374
H  2.94631  3.47919  3.76781  0.402
O  -1.39234  -1.73470  -0.45069  -0.720
N  1.05940  -2.50429  0.41615  0.238
H  3.07761  1.98411  2.82209  0.355
H  2.51320  3.46969  2.03912  0.243
W  0.11211  -0.56875  -0.13864  2.064
H  -1.03850  -1.07602  -4.50522  0.464
C  0.04641  3.22734  0.34457  -0.972
O  1.63414  -0.82061  -1.36894  -0.457
C  -2.44692  1.04844  -2.46189  -1.133
C  -3.85260  0.56309  0.69360  0.029
H  1.22378  3.07129  -6.21713  0.401
C  0.50807  1.39089  3.08440  -0.158
H  -1.61198  -0.29284  2.99897  -0.471
H  -2.60608  1.46672  -3.46092  0.556

---

The following is a quantum chemistry calculation of a cluster of 2 separate species, C3H11N2 in total, from the Open Molecules 2025 dataset.

The HOMO-LUMO gap comes out at 10.0 eV. As for the net charge: +1. For the LUMO energy, the calculation gives -0.1235 Ha. The calculation puts the HOMO energy at -13.3 eV.

Last column: Mulliken charge in e.
CARTESIAN COORDINATES (ANGSTROEM)
H  0.71994  1.04108  -0.65282  0.385
H  -1.19038  -1.79637  1.09829  0.250
C  -2.42111  0.77007  -0.45871  -0.686
H  -2.15968  0.52296  -1.44692  0.253
N  1.22868  0.14284  -0.47525  -0.332
H  2.32328  0.67278  1.29441  0.315
H  1.28396  -0.16457  -1.40106  0.355
H  -0.99166  -1.42393  -0.56689  0.324
H  -2.03808  0.29390  1.45883  0.319
C  -1.82262  -0.05193  0.47046  -0.206
H  3.34747  0.89725  -0.16122  0.309
N  -0.83901  -1.13233  0.44608  -0.637
H  2.79465  -0.85669  0.43510  0.339
H  -3.33518  1.36271  -0.33642  0.284
C  2.52539  0.17715  0.29096  -0.732
H  0.57437  -0.45492  0.00515  0.459

---

The following is a quantum chemistry calculation of the ion C2H7Br2N2 with charge +1, from the Open Molecules 2025 dataset.

Its spin multiplicity is 3. The HOMO-LUMO gap (alpha / beta) comes out at 5.2 / 4.7 eV. As for the net charge: +1. For the LUMO energy (alpha / beta), the calculation gives -0.1344 / -0.3450 Ha. Its expectation value of S² is 2.009. The calculation puts the HOMO energy (alpha / beta) at -8.8 / -14.1 eV.

Last column: Mulliken charge in e.
CARTESIAN COORDINATES (ANGSTROEM)
H  -1.03364  0.46328  -1.96885  0.362
N  -0.26374  0.23066  -1.33405  -0.295
N  0.25291  1.04304  0.98638  -0.521
H  0.34890  -0.98028  1.72256  0.467
Br  2.35987  -0.69303  0.21423  -0.025
Br  -2.38906  -0.81866  0.16493  -0.033
H  -0.07845  1.04303  -0.60492  0.451
H  -0.57326  1.18537  1.56417  0.233
C  -0.52203  -0.88446  -0.37650  -0.470
H  -0.25575  -1.86188  -0.77105  0.444
H  1.02171  1.54054  1.42714  0.273
H  0.59938  0.08131  -1.87113  0.317
C  0.53317  -0.34891  0.84710  -0.204

---

Energy relative to the best compared isomer or geometry (same formula, charge and spin), respectively: 0.945; 0.000; 2.223; 1.085 eV.